214
Properties=species:S:1:pos:R:3:mulliken_charge:R:1 method="wB97M-V/def2-TZVPD" orbital_gap_ev=8.55 lumo_ha=0.0115 de_lowest_kj_mol=34.80 e_tot_ev=-102322.721 smiles=CC1(C)CCCC(C)(C)N1O.CC1(C)CCCC(C)(C)N1O.COC[C@H](C)N.COC[C@H](C)N.COCCNCCOC.COCCNCCOC.COCCNCCOC.COCCNCCOC.COCCNCCOC
H 2.46789 21.44664 -16.35356 0.326
H 3.10698 12.25498 -20.14634 0.361
H 1.69662 20.63890 -19.20411 0.776
O -10.17472 29.58532 -23.14575 -0.353
H 2.25180 23.93887 -20.57416 -0.062
N -7.04428 27.93723 -22.07822 -0.363
H -8.14073 27.49094 -20.29576 0.350
H 1.56857 22.80395 -16.82757 -0.058
H 6.51965 22.99962 -22.68403 0.217
H -2.35147 12.61374 -11.57046 0.272
H 0.54302 28.49102 -26.22281 0.328
C -6.12686 27.00807 -20.06258 0.340
C 1.21161 25.66747 -27.13382 -1.552
C 2.89455 20.73081 -29.21783 -0.819
H 4.32807 21.78012 -23.32457 -0.049
H 4.80279 20.87046 -24.84387 0.323
O 4.00186 21.59939 -29.12720 -0.207
H 4.23325 23.82057 -13.92385 0.385
H -0.99758 28.83794 -25.44483 0.443
O 1.50589 24.41367 -24.36753 1.307
H -4.54770 25.22694 -24.99612 0.348
H -2.61976 26.16757 -23.54132 0.117
C -4.51228 24.75276 -24.01198 -0.269
H 1.60915 13.88206 -21.39376 0.080
C -4.73556 16.31612 -18.15120 -0.469
H -2.97201 26.07199 -21.89856 0.403
C 4.95060 21.40658 -30.14928 -0.849
O 9.89131 22.79554 -20.56538 -0.302
H 3.44450 27.61387 -23.86812 0.473
H -1.99828 20.96895 -19.52245 0.509
C 4.74842 21.65452 -11.74849 -0.573
C -5.82021 22.86096 -25.09958 -1.611
C 8.14409 21.93493 -21.93531 -0.656
H 0.99789 20.78055 -28.10758 0.440
N -6.95062 24.70294 -24.13054 -0.723
O -0.08976 23.75435 -22.01962 0.433
H -4.09280 18.74401 -19.03026 0.340
H -5.47098 24.50411 -17.99294 0.333
C 1.82979 21.43822 -21.88348 -0.615
N 6.75936 22.07846 -22.33493 -0.171
C 2.13601 18.59012 -24.90983 -0.658
H -1.87075 14.36399 -14.48062 0.354
H 3.17859 18.27177 -25.01323 0.390
H 3.40066 15.00097 -20.56581 0.265
H -8.55623 27.37054 -23.37594 0.303
H -1.69825 26.73722 -25.63821 -0.062
H -5.80417 23.32522 -26.08478 0.343
H -1.83486 15.59972 -20.67167 0.218
C 1.64481 13.93688 -20.29649 0.857
H 4.79614 24.26738 -25.98786 0.353
H 5.45590 22.00843 -12.49835 0.290
C -0.17759 28.11715 -25.48792 -0.827
H -2.85118 22.99398 -20.19917 0.402
H 0.48015 21.43844 -18.63330 0.286
H -11.38073 30.66749 -21.88666 0.273
C 0.35156 14.35552 -19.58778 -0.852
H -4.47723 25.91401 -18.40379 0.329
H 4.43611 19.03670 -8.73864 0.260
H 3.28098 26.11799 -24.67840 0.176
C -4.03660 14.34110 -14.96295 -0.443
H 7.93128 23.00896 -20.03583 0.298
N 0.79536 25.59443 -24.61874 0.361
C -1.37787 21.21228 -22.84770 -1.334
C -5.22626 25.21063 -18.78064 -0.455
H 10.57022 23.77849 -18.90951 0.274
H 1.86696 22.88965 -13.05596 0.399
H 2.03613 18.87889 -23.85376 0.344
H 4.66476 21.84131 -31.10990 0.292
H 2.33651 20.98806 -30.12961 0.422
O -2.84660 12.95554 -13.40939 -0.354
H 2.29781 21.70195 -27.38880 -0.283
H -0.53397 13.77752 -19.86075 0.380
H 0.65553 26.25020 -21.97718 0.105
H -1.21647 24.57871 -27.19315 0.529
H 10.22023 24.82973 -20.25655 0.308
O 0.09091 15.75116 -19.73812 -0.363
H 6.37783 20.07583 -23.08303 0.426
H -0.24411 23.46258 -26.33896 0.075
H 4.34437 24.19832 -24.30245 0.200
H -4.83513 24.70378 -19.66519 -0.011
C -9.28381 29.09530 -22.16085 -0.505
H 5.89800 21.82260 -29.80389 0.243
H 2.07500 12.57679 -18.75549 0.337
C -0.70908 26.81238 -26.10694 -0.985
H 0.46189 16.95301 -23.44414 -0.026
H 1.34565 23.49788 -19.14392 0.563
H -7.80509 26.13286 -21.32757 0.201
H -2.29149 18.40540 -18.69834 0.259
C 1.12188 22.09797 -20.68318 2.129
C -1.36938 21.84428 -21.42310 2.883
C 4.46890 23.58010 -25.20621 -0.670
C 2.77501 27.07346 -24.54358 -1.758
H -0.38307 19.25607 -19.22510 0.720
H -6.71362 25.48146 -24.73814 0.369
H 0.63963 28.82027 -23.63850 0.384
H 3.05910 19.65972 -29.39893 0.353
C 2.08290 20.78547 -27.94519 0.252
O -6.38275 25.98437 -19.09521 -0.407
C -7.36851 27.06172 -20.94186 -0.525
H 1.00599 23.95961 -23.67064 -0.294
H -2.55306 23.75959 -21.75864 0.168
H 8.12910 21.06670 -21.26220 0.218
H -3.61136 24.15487 -23.85657 -0.091
C 0.91574 16.57861 -24.36371 -0.508
H 5.13458 21.95379 -10.77367 0.400
H 11.61623 23.94359 -20.44987 0.272
H -3.41479 22.24872 -21.65131 0.409
H 1.83782 16.02226 -24.17301 0.339
H 2.24031 22.27776 -22.45848 -0.473
H -1.54737 24.33891 -25.43978 0.118
C 2.00370 23.10313 -19.91579 -1.996
O 1.19304 17.62402 -25.26708 -0.367
H -2.21211 19.87151 -20.85463 0.377
H -9.82475 28.60218 -21.34866 0.410
H -7.02392 25.13760 -23.20879 0.107
H 2.70823 27.67564 -25.44957 0.344
H 0.22634 15.87968 -24.83272 0.337
H -2.41775 21.04515 -23.12973 0.698
H 4.04865 19.82076 -12.69231 0.331
C 6.41555 21.13270 -23.37052 -0.965
H 1.86148 26.53644 -27.03221 0.253
H 2.33718 25.91704 -22.20185 0.276
C 2.80771 22.34553 -13.18534 -0.551
H 5.16508 20.33570 -30.24421 0.358
N 2.43993 19.64488 -27.07784 -0.440
H 2.45789 21.32726 -13.41601 0.409
H -6.43578 27.30251 -22.58730 0.199
C 2.10401 12.55508 -19.84892 -1.463
N 2.65297 14.91014 -19.88908 -0.729
H -5.49114 16.18563 -16.12326 0.337
C -5.74707 23.83476 -23.93808 0.501
C 4.54524 20.13606 -11.77424 -0.510
C 8.55432 23.02009 -20.93801 -0.408
H -0.37887 15.71396 -21.72242 0.237
C 0.77041 21.05444 -19.62524 -1.739
H 2.25965 15.84095 -19.80883 0.254
C -5.07632 15.50580 -16.88482 -0.708
H 0.79721 25.63362 -28.13914 0.423
H 1.42504 11.76945 -20.19189 0.338
C 1.95414 19.88703 -25.71554 -0.322
H -12.16505 30.24240 -23.38378 0.253
H 2.73177 20.90078 -21.58193 0.735
C 1.37579 26.78548 -23.96436 1.959
C 0.32110 27.88146 -24.11027 -1.266
H 0.23549 19.43284 -20.81170 -0.245
H -8.81556 29.99746 -21.74593 0.236
H -3.17975 17.34102 -19.72423 0.254
C -0.78050 24.40544 -26.20760 -1.604
H -2.38635 13.07243 -15.48234 0.349
C -1.54733 20.64461 -20.46899 -2.063
H 1.17552 20.88686 -22.55090 -0.287
H 1.88355 24.81083 -27.01520 0.114
H -11.82944 28.92610 -22.22324 0.299
C -2.71281 13.68021 -14.63471 -0.574
H 5.46838 19.54061 -11.82170 0.350
C 1.99260 22.33990 -15.93556 -0.485
C 4.52022 19.91130 -9.38275 -0.798
H -6.62943 22.13664 -25.01446 0.413
H -4.77333 13.55880 -15.11720 0.266
H -7.95469 28.90127 -23.75615 0.345
C 10.63113 23.84065 -19.99614 -0.745
C -2.13306 13.40957 -12.29333 -0.730
H 4.16637 20.79200 -8.84198 0.286
H -3.63252 27.46661 -22.73236 0.504
H 5.59963 20.05980 -9.50216 0.363
C 1.55230 26.63781 -22.46164 -2.065
H 2.48841 20.70942 -25.24015 -0.110
H 8.42129 24.03889 -21.33110 0.338
H -5.27688 26.81894 -20.72625 -0.316
H -4.95952 22.17212 -25.10554 0.306
H 1.21843 22.16468 -15.18993 0.340
H -0.79888 21.90448 -23.46060 -0.229
H -4.20298 15.08346 -14.17694 0.274
O -3.55089 17.06903 -17.83552 -0.349
O 2.87264 23.32698 -15.43164 -0.381
C 3.62538 22.99001 -14.29006 -0.599
C -0.23846 20.00734 -20.00143 -0.531
H -3.17303 15.78015 -16.31160 0.250
H -4.47488 15.59162 -18.92822 0.308
H -5.84259 14.75272 -17.06564 0.354
N -3.84839 15.03465 -16.24259 -0.205
H 0.87260 20.08509 -25.67134 0.567
O -4.68571 25.72732 -22.96048 0.000
H 1.95024 27.57566 -22.07873 0.614
C -0.82874 16.01439 -20.76892 -0.199
H -0.06819 24.48853 -21.39657 0.215
N 3.44889 22.29878 -11.87166 -0.382
C -8.20924 28.29249 -22.88507 -0.527
C 5.10631 21.55545 -24.05200 0.108
H 4.46942 22.33898 -14.56933 0.291
C -2.56704 22.80622 -21.23504 -2.151
C -3.29384 18.02030 -18.86736 -0.826
H -0.91692 27.02358 -27.15777 0.535
H -5.71622 23.32556 -22.97502 0.329
H -1.04546 13.47938 -12.35939 0.316
C 0.19742 25.59518 -25.96612 1.647
H -0.48339 27.65661 -23.39881 0.168
H -0.97114 17.08976 -20.90111 -0.077
N -0.16673 22.65864 -21.13243 -0.457
H 7.18050 21.07281 -24.15998 0.406
H 8.90719 21.69590 -22.68155 0.332
H -5.51728 16.98919 -18.49875 0.373
H 1.80099 18.90192 -27.36099 0.308
H 2.86713 22.51850 -19.61302 0.521
O 3.84227 19.75053 -10.60228 -0.392
H 0.47435 14.20234 -18.51419 0.397
H -0.94164 20.21324 -22.89884 0.212
O 5.51132 22.71805 -24.80668 -0.476
H -2.56084 14.27537 -11.77365 0.295
C -11.47051 29.87261 -22.63374 -0.666
H 3.54437 23.07492 -25.49520 0.237
C -3.42612 26.40170 -22.84508 -1.084
H 2.76524 21.87101 -11.26313 0.282
H -5.91612 27.89742 -19.46749 0.337